# 1
DFT (ωB97M-V/def2-TZVPD) results for C12H18EuN5O7S3 as an isolated structure.

The geometry in ORCA input format:
```
! RIJCOSX wB97M-V def2-TZVPD def2/J DEFGRID3
* xyz -1 8
Eu -1.096 -0.642 -0.202
S -2.146 -0.768 2.146
S -3.053 3.160 -0.960
S -0.471 4.167 0.223
O -2.421 -2.069 1.452
O 2.562 -1.910 -1.555
O -0.066 -2.898 -0.239
O 0.569 -0.407 -1.802
O -2.590 -0.775 3.545
O -2.764 0.305 1.321
O -0.662 -0.556 2.062
N -0.826 1.724 -0.917
N -0.235 -4.854 0.847
N -3.312 -1.759 -1.424
N -3.296 -0.353 -1.656
N 0.518 1.600 -0.590
C 5.317 0.090 -0.323
C 4.590 -0.984 -0.821
C -1.860 5.278 0.137
C 1.104 0.526 -1.113
C 3.332 1.434 -0.338
C 3.225 -0.835 -1.077
C -3.161 4.472 0.224
C -1.323 2.832 -0.611
C 2.574 0.382 -0.830
C 4.691 1.313 -0.079
C 0.303 -3.599 0.681
C 1.366 -3.154 1.640
H 1.539 -3.862 2.451
H 5.246 2.161 0.306
H -1.052 -5.059 0.300
H -4.047 0.120 -1.170
H -4.184 -2.191 -1.707
H -1.776 5.973 0.977
H -3.324 -0.205 -2.651
H 2.278 -3.013 1.055
H -0.039 -5.369 1.684
H -1.858 5.846 -0.796
H 5.049 -1.947 -1.023
H -4.022 5.090 -0.035
H -3.293 4.079 1.233
H 6.379 -0.025 -0.123
H -3.252 -1.903 -0.425
H 2.808 2.365 -0.152
H 1.045 -2.195 2.046
H 1.634 -1.584 -1.710
*
```



# 2
DFT (ωB97M-V/def2-TZVPD) results for an isolated ion of composition C3H6N4 and charge +2.

The geometry in ORCA input format:
```
! RIJCOSX wB97M-V def2-TZVPD def2/J DEFGRID3
* xyz 2 1
N 0.892 1.016 -0.055
N 1.570 -1.139 0.023
N 2.615 -0.392 0.172
N -0.877 -0.916 -0.086
C 0.490 -0.341 -0.110
C -2.069 -0.315 0.007
C 2.233 0.921 0.118
H 0.400 1.943 -0.025
H 2.997 1.692 -0.069
H -2.894 -0.848 -0.511
H -2.067 0.724 -0.148
H -2.398 -0.371 0.996
H -0.893 -1.973 -0.311
*
```



# 3
DFT (ωB97M-V/def2-TZVPD) results for C33H49MoN3O4Si as an isolated structure.

The geometry in ORCA input format:
```
! RIJCOSX wB97M-V def2-TZVPD def2/J DEFGRID3
* xyz -2 3
Mo -0.583 0.298 0.180
Si -0.552 0.145 -2.411
O 1.188 2.131 1.272
O -1.172 1.987 -0.022
O -2.760 -0.232 0.202
O -0.275 -1.446 0.511
N 6.391 -1.438 -0.784
N -0.844 0.709 2.442
N 0.094 1.312 3.213
C -3.195 -1.037 -2.771
C 4.162 -0.291 -0.153
C 3.700 0.848 -0.865
C 3.212 3.253 2.832
C -1.814 0.356 4.645
C -2.344 0.161 -3.228
C -3.048 -0.355 2.582
C 4.223 3.792 3.607
C 0.908 -0.776 -4.818
C 5.395 -0.924 -0.502
C -1.471 -3.523 0.398
C -4.794 -1.078 0.978
C 2.113 2.572 3.426
C 0.159 1.791 -3.105
C -0.189 -2.542 -3.452
C 1.677 0.972 0.533
C 3.409 -0.720 0.968
C 1.828 -1.377 -2.612
C 0.523 -1.182 -3.392
C -1.864 0.240 3.152
C -0.201 -2.825 0.864
C -3.422 -0.517 1.269
C 2.529 1.448 -0.533
C 2.257 -0.084 1.335
C 3.113 3.053 5.604
C -3.029 1.427 -2.679
C 1.089 1.969 2.638
C 4.200 3.699 5.005
C -1.689 3.250 0.257
C 1.012 -3.435 0.181
C 2.090 2.507 4.850
C -0.063 -2.946 2.374
C -2.390 0.225 -4.755
H 3.070 2.975 6.686
H -0.078 2.613 -2.417
H -3.069 1.404 -1.586
H -4.065 1.491 -3.056
H -0.134 -3.997 2.666
H 2.419 -2.203 -3.044
H 0.500 -3.317 -3.826
H -0.932 -0.161 5.042
H 2.203 2.339 -1.057
H 1.465 0.167 -4.830
H 1.253 2.010 5.324
H 3.783 -1.545 1.565
H 0.901 -2.548 2.704
H 1.558 -1.549 -5.259
H 3.250 3.328 1.752
H 2.441 -0.477 -2.649
H 1.754 -0.373 2.248
H -2.698 3.166 0.656
H -1.720 3.854 -0.649
H 5.052 4.294 3.118
H 0.043 -0.657 -5.471
H -3.775 -0.687 3.311
H -4.709 -1.895 0.255
H 4.301 1.238 -1.678
H -2.718 -0.066 5.088
H -1.055 3.742 0.991
H 1.208 -4.428 0.596
H -0.545 -2.858 -2.464
H -1.705 1.402 4.952
H -5.411 -0.301 0.514
H -5.295 -1.439 1.877
H 1.653 -1.596 -1.553
H -2.813 -1.988 -3.151
H -2.501 2.340 -2.986
H -2.065 -0.716 -5.210
H -4.229 -0.926 -3.145
H 1.253 1.734 -3.167
H -0.223 2.060 -4.098
H 5.006 4.106 5.604
H -0.858 -2.382 2.864
H -1.053 -2.517 -4.121
H -1.407 -4.593 0.620
H -1.766 1.029 -5.162
H 1.887 -2.800 0.342
H -3.427 0.407 -5.085
H -2.334 -3.099 0.908
H -3.235 -1.089 -1.679
H -1.605 -3.382 -0.678
H 0.851 -3.525 -0.896
*
```



# 4
DFT (ωB97M-V/def2-TZVPD) results for a 9-piece molecular cluster, C8H35N5O10 overall.

The geometry in ORCA input format:
```
! RIJCOSX wB97M-V def2-TZVPD def2/J DEFGRID3
* xyz 0 1
O 4.409 2.274 -1.673
O -6.718 -1.228 1.664
O 3.861 1.544 1.739
O -1.777 -1.390 -0.794
O 0.932 2.391 1.245
O 0.948 0.079 3.116
O 1.668 3.925 -1.481
O 2.266 0.263 -0.249
O 2.657 -2.190 2.924
O 6.950 -0.421 -0.622
N -4.494 -1.895 -1.223
N 5.681 -0.910 1.214
N 0.451 2.271 -2.409
N 7.220 -2.410 0.430
N 0.533 4.341 -3.364
C -2.476 -0.470 -1.592
C 6.654 -1.164 0.287
C -5.273 -1.016 -0.309
C -0.574 -0.850 -0.290
C 0.878 3.556 -2.332
C -3.706 -1.138 -2.194
C -7.975 -0.893 1.164
C -5.887 -1.925 0.733
H -8.441 -0.064 1.700
H -0.153 -1.665 0.305
H 1.385 1.846 0.582
H -3.880 -2.375 -0.575
H 5.370 -1.696 1.753
H -3.275 -1.915 -2.846
H -1.828 -0.093 -2.397
H -0.169 1.989 -3.144
H -6.495 -2.757 0.360
H 4.584 3.086 -1.189
H 3.680 2.447 1.445
H -7.991 -0.561 0.119
H 0.915 1.870 2.060
H -8.665 -1.741 1.272
H 1.209 -0.823 2.864
H 3.092 -2.098 3.779
H -2.755 0.417 -1.004
H -0.735 -0.042 0.434
H 8.042 -2.521 -0.138
H 1.860 -0.582 -0.036
H 3.413 1.479 2.588
H 3.720 1.831 -1.166
H 1.428 0.247 3.932
H 0.836 1.576 -1.797
H -5.106 -2.393 1.340
H -0.085 4.001 -4.076
H 0.050 -0.505 -1.115
H -4.616 -0.282 0.166
H 2.910 0.415 0.463
H -6.079 -0.504 -0.837
H -4.283 -0.540 -2.894
H 7.200 -2.906 1.302
H 0.888 5.275 -3.422
H 5.234 -0.020 1.360
H 2.511 -3.138 2.825
*
```



# 5
DFT (ωB97M-V/def2-TZVPD) results for C35H46BrN3O3SiV as an isolated structure.

The geometry in ORCA input format:
```
! RIJCOSX wB97M-V def2-TZVPD def2/J DEFGRID3
* xyz 0 2
Br -2.804 1.373 -1.177
V -0.439 1.025 0.414
Si 2.174 2.695 -1.642
O -0.305 2.633 0.793
O -1.344 0.546 2.010
O -0.647 -0.355 -0.447
N 1.072 0.733 1.411
N 2.201 1.344 -0.533
N 0.790 0.887 2.712
C 0.397 3.253 -2.074
C -3.571 -1.122 -2.387
C 6.069 0.177 2.285
C -0.489 0.818 2.957
C -5.684 -3.428 -2.665
C -2.315 -3.116 -2.131
C 3.554 1.050 1.470
C 3.676 -0.031 2.330
C 2.904 2.080 -3.302
C -2.619 -0.482 -1.632
C -0.297 -3.360 -0.639
C -1.374 -2.507 -1.308
C -4.830 -2.310 -4.746
C -4.448 -3.182 -3.542
C 0.634 3.375 1.323
C -0.991 1.233 4.268
C 0.195 4.692 1.910
C -0.609 1.974 6.523
C -1.476 -1.112 -1.109
C 0.258 -2.692 0.622
C 2.624 0.024 -0.996
C -3.406 -2.467 -2.696
C 5.953 1.276 1.450
C -1.919 2.425 6.601
C 0.839 -3.613 -1.638
C 3.190 4.268 -1.220
C -3.954 -4.530 -4.075
C -2.765 2.278 5.514
C 2.208 1.500 0.921
C 4.928 -0.464 2.734
C -0.143 1.385 5.364
C 4.703 1.701 1.041
C 1.908 2.931 1.325
C -2.309 1.681 4.356
C -0.887 -4.704 -0.194
H -3.046 -4.410 -4.660
H 4.609 2.545 0.378
H 3.233 4.900 -2.102
H -2.951 1.582 3.493
H -0.137 -5.260 0.362
H 6.837 1.797 1.113
H 0.845 -1.813 0.373
H 0.899 -3.386 1.162
H 2.681 3.494 1.821
H -0.050 3.864 -1.295
H -0.554 -2.396 1.289
H 2.864 2.888 -4.026
H 5.010 -1.314 3.396
H 3.594 0.063 -1.500
H -2.278 2.893 7.505
H 2.719 -0.652 -0.145
H -6.112 -2.490 -2.323
H -1.744 -4.542 0.454
H -0.248 2.390 -2.240
H 0.390 3.845 -2.985
H 2.352 1.241 -3.714
H -1.195 -5.318 -1.034
H -0.681 4.517 2.540
H -3.778 2.649 5.563
H -4.717 -4.964 -4.718
H -2.191 -4.163 -2.339
H 0.989 5.132 2.505
H 3.944 1.784 -3.210
H 4.215 4.042 -0.938
H 1.638 -4.178 -1.163
H 0.475 -4.180 -2.492
H -5.305 -1.385 -4.434
H -6.441 -3.971 -3.227
H 0.057 2.099 7.364
H -3.770 -5.236 -3.269
H -3.946 -2.064 -5.331
H 1.885 -0.389 -1.689
H -5.528 -2.841 -5.389
H -5.415 -4.018 -1.792
H 0.880 1.056 5.275
H 2.784 -0.523 2.687
H -0.096 5.380 1.114
H 2.744 4.847 -0.419
H 1.252 -2.673 -1.997
H -4.413 -0.547 -2.729
H 7.046 -0.179 2.581
*
```



# 6
DFT (ωB97M-V/def2-TZVPD) results for a 2-piece molecular cluster, C2H8NO overall.

The geometry in ORCA input format:
```
! RIJCOSX wB97M-V def2-TZVPD def2/J DEFGRID3
* xyz 1 1
O -1.360 -2.252 0.892
N 0.623 -0.440 0.093
C 0.074 0.690 -0.103
C 0.724 1.897 -0.671
H 0.097 -1.318 0.201
H 0.461 2.762 -0.053
H -1.006 0.679 -0.272
H 1.796 1.854 -0.491
H -1.571 -2.855 1.617
H 1.599 -0.546 0.348
H -2.002 -2.384 0.184
H 0.565 1.913 -1.746
*
```



Looking at E_tot for the records above, in order, we have -3173.617644; -336.051164; -2109.740344; -1351.995472; -5558.846291; -210.731925 Eh.
Looking at F_max for the records above, in order, we have 4.13; 8.02; 1.88; 2.55; 5.54; 2.91 eV/Å.